{
  "formula": "C4H15NO2",
  "method": "ωB97M-V with the def2-TZVPD basis set",
  "charge": 0,
  "e_homo_ev": -9.27,
  "smiles": "CC(C)CN.O.O",
  "multiplicity": 1,
  "orbital_gap_ev": 9.7699,
  "e_above_lowest_kcal_mol": 53.9,
  "elements": ["C", "C", "C", "C", "N", "H", "H", "H", "H", "H", "H", "H", "H", "H", "H", "H", "H", "H", "O", "H", "H", "O"],
  "xyz": [[0.675785, 1.709508, -0.460044], [1.847050, 0.841954, 0.159908], [1.438024, -0.079066, 1.254544], [2.721365, 0.154064, -0.882840], [-0.099572, 2.395640, 0.601534], [-0.009095, 0.968030, -1.124593], [1.054722, 2.409814, -1.245036], [2.444959, 1.652238, 0.665414], [0.366275, -0.431255, 1.028033], [1.068113, 0.447754, 2.067730], [2.183477, -0.785317, 1.424766], [2.388914, 0.485396, -1.983345], [3.647591, 0.536875, -0.796280], [2.721441, -0.834948, -0.788159], [0.437795, 3.054646, 1.084976], [-0.455074, 1.816369, 1.309283], [-1.874233, -1.275896, -1.549765], [-2.201258, -2.745899, -1.880043], [-1.842394, -2.185036, -1.194558], [-3.778515, -1.238861, 1.044322], [-2.944213, -2.010646, 0.177730], [-3.713511, -2.137032, 0.685161]],
  "atomic_forces_ev_per_a": [[-0.800, -2.283, -0.395], [0.264, 2.624, -0.582], [-3.886, 0.294, -1.864], [-3.650, 4.229, -2.988], [-0.305, -0.072, -2.620], [1.111, 1.557, 1.738], [-0.162, -0.239, 1.011], [-0.049, -0.630, -0.506], [1.652, -1.003, -0.456], [0.625, 1.199, 2.297], [0.717, -1.459, 0.731], [0.535, -0.992, 2.205], [3.458, 0.949, 0.229], [-0.068, -4.170, 0.138], [1.141, 1.292, 0.444], [-0.596, -1.320, 0.613], [0.077, -0.682, 0.079], [-0.200, -0.186, -0.252], [0.559, 0.992, -0.214], [-0.586, -0.384, 0.312], [1.796, -0.581, -1.486], [-1.632, 0.864, 1.567]],
  "mulliken_charge": [-0.718, 1.147, -1.741, -1.523, -0.592, 0.147, 0.366, 0.128, 0.220, 0.501, 0.463, 0.281, 0.388, 0.453, 0.249, 0.237, 0.359, 0.304, -0.695, 0.306, 0.351, -0.633]
}

***

{
  "formula": "C5H13ClNO2S",
  "method": "ωB97M-V with the def2-TZVPD basis set",
  "charge": -1,
  "e_homo_ev": -3.92,
  "multiplicity": 1,
  "orbital_gap_ev": 6.3887,
  "e_above_lowest_kcal_mol": 30.0,
  "elements": ["Cl", "C", "C", "O", "N", "C", "H", "H", "H", "H", "H", "H", "H", "C", "S", "O", "C", "H", "H", "H", "H", "H", "H"],
  "xyz": [[1.285681, -2.157830, 1.058944], [-3.659829, -1.168160, 4.876894], [-3.227789, 0.251550, 5.036634], [-3.687439, 0.995330, 5.966614], [-2.245139, 0.602940, 4.189324], [-1.437549, 1.801920, 4.223144], [-4.429499, -1.476310, 5.584534], [-2.880079, -1.928930, 4.840434], [-4.172579, -1.176610, 3.915064], [-1.878719, -0.188110, 3.679354], [-1.286689, 2.165000, 5.239764], [-1.893039, 2.554800, 3.579874], [-0.489249, 1.601300, 3.724574], [4.245291, 0.446610, -5.864206], [2.396381, 0.379180, -6.239476], [2.180871, -0.443590, -7.520896], [1.874761, -0.751300, -4.892936], [4.520681, -0.322530, -5.142626], [4.518121, 1.481070, -5.655476], [4.862851, 0.203100, -6.728736], [2.494611, -1.633620, -5.052316], [0.812291, -0.992960, -4.863956], [2.096061, -0.242850, -3.954526]],
  "atomic_forces_ev_per_a": [[-0.079, 0.087, 0.030], [-1.241, -0.482, -0.601], [-0.272, 1.877, 3.615], [1.116, -1.602, -2.776], [0.145, -0.672, -0.081], [-0.145, 0.153, -0.599], [0.296, 0.330, 0.260], [0.213, 0.317, 0.034], [0.024, -0.359, -0.292], [0.155, 0.280, -0.238], [-0.102, -0.005, -0.116], [-0.185, 0.348, 0.371], [0.086, -0.249, 0.344], [-0.426, -0.435, -0.491], [-0.124, -1.341, -1.548], [0.525, 1.162, 1.634], [0.867, 0.538, 0.018], [-0.117, 0.491, 0.478], [-0.211, -0.188, 0.707], [-0.674, -0.156, -0.536], [-0.208, -0.116, 0.302], [0.106, 0.210, -0.635], [0.250, -0.187, 0.121]],
  "mulliken_charge": [-0.995, -1.126, 0.723, -0.685, -0.191, -0.875, 0.302, 0.343, 0.317, 0.276, 0.282, 0.261, 0.368, -0.854, 0.468, -0.627, -0.868, 0.293, 0.302, 0.327, 0.289, 0.315, 0.355]
}

***

{
  "formula": "C11H5GaN2O5",
  "method": "ωB97M-V with the def2-TZVPD basis set",
  "charge": 2,
  "e_homo_ev": [-16.34, -16.42],
  "multiplicity": 1,
  "orbital_gap_ev": [5.3357, 5.4593],
  "e_above_lowest_kcal_mol": 47.8,
  "elements": ["O", "C", "Ga", "C", "O", "C", "O", "C", "O", "C", "O", "H", "N", "C", "C", "C", "C", "C", "N", "C", "H", "H", "H", "H"],
  "xyz": [[4.855706, -0.646716, -0.619665], [4.343259, -0.935201, -1.600643], [-0.638022, -1.302622, -1.345366], [-2.546327, -1.182352, -1.810166], [-3.702093, -1.112631, -1.902581], [1.199541, -0.512388, -4.288116], [1.484349, -1.383043, -5.032447], [0.104724, -2.996890, 0.433784], [0.659578, -3.464438, 1.325110], [0.286734, -0.245499, -3.002920], [-0.010391, 0.948342, -2.964445], [-1.114787, -2.497957, -0.268361], [-0.460573, 0.214439, 5.147112], [-0.444007, 0.506814, 4.010714], [-0.421599, 0.882987, 2.607999], [-0.313297, 2.232677, 2.250506], [-0.307570, 2.569554, 0.897363], [-0.432609, 1.557691, -0.060301], [-0.511840, 0.256480, 0.292290], [-0.513681, -0.094831, 1.605979], [-0.246236, 2.999406, 3.034189], [-0.216310, 3.594022, 0.555082], [-0.454608, 1.768922, -1.135320], [-0.599942, -1.156767, 1.870202]],
  "atomic_forces_ev_per_a": [[-1.156, -0.716, -2.359], [1.074, 0.734, 2.341], [-0.241, 1.095, 0.966], [-7.460, 2.349, -2.054], [5.115, -0.975, 0.783], [2.127, -7.688, -4.753], [-1.393, 5.734, 4.063], [5.556, -4.830, 6.245], [-1.926, 1.439, -2.339], [-1.372, 5.951, 0.542], [0.449, -4.230, 0.411], [-0.730, 1.573, -2.710], [0.041, 0.735, -2.967], [-0.026, -0.743, 2.269], [-0.096, -0.375, 0.025], [0.005, 0.185, -0.182], [-0.138, -0.548, -0.277], [0.230, 0.352, 0.422], [0.009, -0.696, -0.763], [-0.017, 0.347, -0.078], [0.012, -0.370, -0.418], [-0.067, -0.070, 0.151], [-0.009, 0.100, 0.799], [0.013, 0.650, -0.117]],
  "mulliken_charge": [-0.141, 0.144, 0.765, 0.621, -0.152, 0.366, -0.049, 0.209, -0.107, 0.374, -0.301, -0.119, -0.320, -0.257, 0.158, -0.143, -0.814, -0.169, -0.229, 0.116, 0.515, 0.436, 0.638, 0.458]
}